(1)
The following is a DFT calculation (ωB97M-V with the def2-TZVPD basis set) of a 12-piece molecular cluster, C5H35NO12S overall.

The SMILES is C[C@@H](CCS)NCO.O.O.O.O.O.O.O.O.O.O.O. The calculation puts the energy relative to the best compared isomer or geometry (same formula, charge and spin) at 253.06 kJ/mol. The calculation puts the gap between HOMO and LUMO at 9.13 eV.

Each line ends with the natural charge from an NBO analysis.
Atoms and positions in Å:
H  3.6292  0.4769  0.2106  0.199
H  1.0207  0.8703  -0.0359  0.411
H  0.9643  2.4877  -3.3245  0.503
H  -2.2674  -0.5102  1.4091  0.509
H  2.7972  1.3000  -2.2766  0.472
H  -1.5816  -1.7223  -3.0460  0.489
H  1.2802  3.3927  1.4468  0.485
O  0.7584  3.7448  0.7179  -0.962
H  0.4775  -0.1088  -2.2572  0.174
H  2.6655  0.9435  1.6161  0.204
O  -0.8746  1.8486  1.8004  -1.011
H  1.4755  1.8514  4.1400  0.460
H  0.0412  -1.1624  1.5499  0.224
O  0.8459  2.5096  4.4396  -0.947
H  1.2074  -0.5259  2.6730  0.213
H  2.6414  -3.3857  -1.9412  0.479
O  -2.6295  -0.1228  2.2355  -0.994
H  -0.0008  2.1984  4.0998  0.489
H  -2.6532  1.9451  -2.5654  0.493
O  -1.5892  -0.4887  -0.1509  -1.037
O  -3.5873  -1.1577  -2.2047  -0.952
C  1.4551  -0.0694  -1.7484  0.092
H  1.9072  -2.6704  -3.0831  0.481
H  -1.6752  0.2118  -0.8257  0.506
H  -3.2921  -1.3433  -1.2998  0.484
H  -1.7229  1.3826  1.9862  0.504
O  0.1661  2.4100  -3.8710  -0.945
H  -2.5900  3.0366  -0.5736  0.465
H  2.2563  -0.6805  -2.1279  0.189
O  -1.9030  1.4003  -2.3127  -1.017
H  1.6285  -3.2305  1.3348  0.205
C  1.0873  -1.2139  1.8283  -0.431
H  -0.6077  -0.6185  -0.1607  0.500
C  1.9664  -0.8220  0.6005  -0.036
S  -0.2432  -3.4848  2.8565  -0.068
O  1.8759  1.3424  -1.9968  -0.778
H  0.2060  1.5074  -4.1983  0.468
H  2.0351  -2.9220  3.0069  0.220
H  3.8438  -0.5166  1.6379  0.217
O  -0.9292  -2.3349  -3.4348  -0.956
H  -1.0497  3.2309  -0.6262  0.489
C  3.1128  0.0941  1.0977  -0.620
N  1.0882  -0.0940  -0.3539  -0.688
H  -0.7513  -3.3628  1.6400  0.117
H  2.4431  -1.6643  0.0967  0.196
H  -1.1000  1.6431  -2.8180  0.510
O  1.8048  -2.9835  -2.1797  -0.951
H  -1.1251  2.7322  1.5158  0.481
H  -2.4500  -0.7153  2.9685  0.480
O  -1.8979  3.6467  -0.8149  -0.953
H  0.9447  4.6880  0.6741  0.481
H  -3.4601  -0.2008  -2.2207  0.470
H  -0.3745  -2.4508  -2.6461  0.463
C  1.3326  -2.6627  2.2246  -0.473

=====

(2)
The following is a DFT calculation (ωB97M-V with the def2-TZVPD basis set) of a 2-piece molecular cluster, C11H14N2 overall.

The SMILES is Cc1c[nH]cn1.Cc1ccccc1. The calculation puts the energy relative to the best compared isomer or geometry (same formula, charge and spin) at 75.36 kJ/mol. The calculation puts the gap between HOMO and LUMO at 9.35 eV.

Each line ends with the natural charge from an NBO analysis.
Atoms and positions in Å:
H  3.6598  -0.3436  2.5658  0.211
C  -2.6001  2.2504  -2.1117  0.156
H  -2.7750  3.9564  0.6240  0.216
C  2.6325  -1.6707  -0.3921  -0.018
C  -3.4400  2.0177  -0.1414  0.096
H  2.0016  -4.1345  1.8620  0.215
H  3.4291  0.2263  0.1294  0.208
H  2.9547  -1.5375  -2.5199  0.214
H  -3.1425  0.7494  1.4508  0.221
C  2.2657  -2.9535  0.0809  -0.211
C  2.1889  -1.2718  -1.7777  -0.629
C  2.5096  -2.1106  2.3206  -0.212
H  -4.5706  1.8076  1.7016  0.214
C  -4.0177  1.2091  0.9803  -0.635
H  1.2891  -1.7744  -2.1121  0.222
H  -4.6579  0.4130  0.6137  0.232
C  3.1404  -0.7550  0.4912  -0.220
H  2.3456  -2.2583  3.3767  0.208
H  2.1250  -3.7342  -0.6567  0.210
N  -2.4103  3.4227  -1.4642  -0.520
H  -1.9180  4.2320  -1.8062  0.416
C  -2.9067  3.2698  -0.1961  -0.131
C  2.1604  -3.1497  1.4349  -0.215
H  -2.3902  2.0010  -3.1388  0.201
C  3.2677  -1.0672  1.8634  -0.200
H  2.0963  -0.1883  -1.8227  0.216
N  -3.2375  1.3937  -1.3559  -0.466

=====

(3)
The following is a DFT calculation (ωB97M-V with the def2-TZVPD basis set) of one molecule with the formula C9H13IO.

The SMILES is CC(C)[C@@]1(I)C=CC=C[C@H]1O. The calculation puts the energy relative to the best compared isomer or geometry (same formula, charge and spin) at 49.94 kJ/mol. The calculation puts the gap between HOMO and LUMO at 8.73 eV.

Each line ends with the natural charge from an NBO analysis.
Atoms and positions in Å:
C  1.7164  -1.2314  0.8499  -0.617
H  -0.2898  -1.7622  1.2772  0.204
I  -2.5883  -0.6990  -0.2146  0.103
O  1.1708  1.0130  -1.3292  -0.680
C  0.1201  -2.4388  -0.7499  -0.640
C  -0.5387  -0.0255  0.1247  -0.059
H  0.9378  -2.2354  -1.4491  0.211
H  -0.4059  0.1422  -1.9144  0.184
H  2.2770  -2.1758  0.6268  0.230
C  -0.1545  0.7198  -1.1163  -0.044
H  -0.8925  -2.5243  -1.2248  0.238
H  -1.3825  2.4802  -2.1230  0.221
H  -0.7532  2.8246  2.0901  0.216
C  -1.0077  1.9806  -1.1122  -0.142
H  2.1523  -0.5512  0.1040  0.185
C  -1.2364  2.6747  0.0122  -0.244
H  1.5897  0.8273  -0.5104  0.465
H  -1.7255  3.5706  0.0533  0.210
C  -0.5267  0.8567  1.3628  -0.245
H  1.9057  -0.8477  1.8250  0.221
C  -0.7931  2.1432  1.2711  -0.193
C  0.2605  -1.4259  0.4415  -0.245
H  0.3713  -3.5800  -0.4295  0.216
H  -0.2066  0.2642  2.1346  0.204

=====

(4)
The following is a DFT calculation (ωB97M-V with the def2-TZVPD basis set) of one molecule with the formula C5H9NO.

The SMILES is C/C(O)=C1/CN1C. The calculation puts the energy relative to the best compared isomer or geometry (same formula, charge and spin) at 292.82 kJ/mol. The calculation puts the gap between HOMO and LUMO at 8.86 eV.

Each line ends with the natural charge from an NBO analysis.
Atoms and positions in Å:
N  1.2961  0.2231  -0.1059  -0.386
H  -2.5119  1.3474  1.4156  0.230
C  0.1073  -0.3839  0.3317  -0.009
H  0.9406  -0.3699  -2.1457  0.172
H  2.4837  0.4546  -1.8002  0.200
C  1.2995  -1.2070  0.3038  -0.280
H  -2.1671  1.4833  -0.3248  0.222
O  -1.9805  -1.1384  1.1066  -0.676
H  -1.5296  -1.9825  0.9542  0.481
C  -1.1419  -0.1354  0.6842  0.289
C  -1.7317  1.2457  0.6526  -0.658
H  1.8222  -1.3933  1.2392  0.207
H  1.4621  -1.9608  -0.4692  0.194
H  -0.9314  1.9634  0.8670  0.230
H  0.9697  1.3836  -1.8300  0.203
C  1.4193  0.4258  -1.5495  -0.417

=====

Q: The lowest gap between HOMO and LUMO belongs to which entry?
A: C9H13IO